No. 1
Below is the molecule C6H12O2, with properties calculated with ωB97M-V/def2-TZVPD.

Geometry as XYZ:
```
20
Properties=species:S:1:pos:R:3:forces:R:3:mulliken_charge:R:1
H 2.110 -0.365 1.251 -0.1 0.2 -0.1 0.434
C -0.825 1.025 0.009 -0.5 -1.0 -0.3 -0.918
H 0.644 0.093 2.126 0.0 0.0 -0.1 0.395
O 0.099 -1.216 -0.301 0.5 1.1 -0.1 -0.461
C 1.261 0.328 1.253 -0.1 -0.2 0.2 -1.807
C 1.342 0.615 -1.241 0.1 0.0 -0.3 -1.646
H -0.078 -2.809 0.974 0.0 0.1 0.2 0.265
H -1.566 -2.315 0.165 0.0 0.1 0.1 0.278
H -0.954 -1.352 1.526 0.0 0.0 0.0 0.338
C -0.662 -1.941 0.654 0.1 0.0 -0.1 -0.775
H 1.309 -0.119 -2.053 -0.1 0.0 0.2 0.357
C -1.809 0.459 -1.020 -1.9 1.8 0.3 0.012
H -0.643 2.081 -0.211 0.0 -0.1 0.0 0.492
H -1.404 0.185 -2.008 0.0 -0.3 0.1 0.369
H 1.031 1.577 -1.664 0.0 -0.1 0.1 0.338
C 0.461 0.204 -0.047 0.3 -0.9 0.2 1.741
H 1.635 1.348 1.390 -0.1 -0.1 -0.1 0.420
O -3.024 0.525 -0.839 2.0 -0.6 -0.3 -0.519
H -1.318 0.952 0.984 0.1 0.1 -0.1 0.285
H 2.392 0.725 -0.950 -0.2 -0.1 0.0 0.402
```
Positions in Å, forces in eV/Å.

Results
LUMO level (eV): 0.8
Structure (SMILES): COC(C)(C)CC=O
HOMO level (Ha): -0.35330
Energy above the lowest of the compared OMol25 structures with the same formula, charge and spin (kJ/mol): 168.17
HOMO-LUMO gap (eV): 10.436

No. 2
Below is a 3-piece molecular cluster, C6H12O2 overall, with properties calculated with ωB97M-V/def2-TZVPD.

Geometry as XYZ:
```
20
Properties=species:S:1:pos:R:3:forces:R:3:mulliken_spin:R:1
H -0.839 -0.700 0.832 -0.5 0.0 -0.4 0.008
C 0.588 0.250 -0.325 3.0 -4.4 3.7 0.227
H -3.696 1.604 -0.473 -1.2 2.0 -0.2 0.004
H -3.229 -0.130 -0.383 0.9 2.2 0.4 0.001
H 3.486 0.124 -0.552 1.3 3.2 -2.5 0.017
C -1.662 1.256 0.139 2.3 2.4 0.9 0.027
H -0.989 -0.366 -2.541 -0.3 0.3 -0.2 -0.001
O -0.511 -1.172 -2.735 0.9 -0.5 1.9 0.019
O 0.524 -0.048 2.478 -0.5 -0.4 0.2 0.041
C -2.905 0.996 -0.223 -0.2 -4.9 -0.2 0.110
C 1.655 -0.677 0.246 -3.1 1.5 -2.6 0.031
H -0.099 0.086 3.194 -0.1 0.0 0.4 -0.003
H 0.710 1.040 -0.898 1.7 3.5 -3.0 0.009
H -0.140 -1.423 -1.837 -0.7 0.1 -1.8 -0.004
C 2.955 -0.482 0.028 0.2 -3.9 2.9 0.272
H 3.628 -1.194 0.543 -0.4 0.3 -0.2 0.010
C -0.629 0.186 0.235 -3.3 0.2 1.3 0.216
H 1.067 0.730 2.456 0.5 0.7 0.2 0.000
H -1.317 2.394 0.379 -0.7 -2.9 -1.0 0.011
H 1.288 -1.581 0.735 0.2 0.6 0.3 0.006
```
Positions in Å, forces in eV/Å.

Results
LUMO level (spin up / spin down) (eV): -4.7 / -8.0
Spin multiplicity: 2
<S²>: 0.78
Net charge: +1
HOMO level (spin up / spin down) (Ha): -0.52504 / -0.54284
Energy above the lowest of the compared OMol25 structures with the same formula, charge and spin (kJ/mol): 335.86
HOMO-LUMO gap (spin up / spin down) (eV): 9.604 / 6.783

No. 3
Below is C6H12O3RbS as an isolated structure, with properties calculated with ωB97M-V/def2-TZVPD.

Geometry as XYZ:
```
23
Properties=species:S:1:pos:R:3:forces:R:3:mulliken_charge:R:1
H 3.440 -0.397 2.638 -0.2 -0.1 -0.4 0.322
H -5.157 -0.432 0.863 0.0 -0.2 0.0 0.327
H 4.117 1.201 2.603 0.1 0.1 -0.2 0.368
H -5.353 -1.113 -0.759 0.1 -0.2 0.2 0.259
O -3.083 0.493 -1.456 0.3 0.3 -0.5 -0.326
O 3.215 -0.742 -0.273 -0.2 0.3 -0.3 -0.657
C 4.896 1.295 -0.259 0.5 -0.4 -0.8 -0.935
H -4.146 1.561 -0.061 0.1 -0.2 0.0 0.258
Rb 1.369 -1.549 -2.371 -0.1 0.1 0.3 1.008
H -5.095 1.052 -1.436 0.3 -0.1 -0.3 0.299
C -4.657 -0.605 -0.088 -0.6 0.4 -0.5 -0.506
H 5.316 2.150 0.265 -0.4 0.1 0.3 0.370
H -2.880 -1.102 0.976 0.2 -0.3 -0.1 0.236
C -2.474 -0.609 -1.034 -0.5 -0.5 0.1 0.396
H 4.762 1.548 -1.313 -0.3 0.2 0.1 0.306
S 3.361 0.605 0.393 0.7 -0.3 0.8 0.525
C -3.331 -1.323 0.002 0.3 0.7 0.3 -0.315
H 5.058 -0.165 1.924 0.0 -0.1 0.0 0.308
H -3.351 -2.395 -0.154 0.1 -0.1 0.0 0.325
C 4.067 0.264 2.042 -0.2 0.3 0.1 -0.929
C -4.304 0.733 -0.760 -0.6 0.1 0.7 -0.380
H 5.638 0.492 -0.275 -0.1 -0.1 0.3 0.329
O -1.407 -0.959 -1.469 0.6 -0.1 -0.2 -0.588
```
Positions in Å, forces in eV/Å.

Results
LUMO level (eV): -2.9
Net charge: +1
HOMO level (Ha): -0.45919
Energy above the lowest of the compared OMol25 structures with the same formula, charge and spin (kJ/mol): 16.98
HOMO-LUMO gap (eV): 9.571

Number 1: strongest force on any atom 2.67 eV/A. Number 2: strongest force on any atom 6.45 eV/A. Number 3: strongest force on any atom 1.09 eV/A.